[1]
C12H33BN13O7 | ωB97M-V/def2-TZVPD

Values from the calculation:
2S+1: 1
E_HOMO in hartree: -0.4360
Kohn-Sham gap in eV: 7.819
Charge: +1
Energy in eV: -47360.85352

Cartesian coordinates (Å):
C: 4.949 -0.274 0.505
B: 3.940 -0.316 -0.724
O: 4.446 -0.019 -2.033
C: 2.372 -0.703 -0.663
C: 2.047 -2.125 -0.452
C: 0.627 -2.496 -0.439
C: -0.396 -1.458 -0.650
C: 0.038 -0.080 -0.827
N: 1.376 0.243 -0.838
H: 5.490 -1.270 0.524
H: 5.746 0.486 0.268
H: 4.485 -0.056 1.498
H: 4.278 -0.848 -2.534
H: 2.880 -2.859 -0.322
H: 0.354 -3.570 -0.300
H: -1.471 -1.760 -0.670
H: -0.723 0.726 -0.969
H: 1.620 1.240 -1.000
C: 2.506 3.204 -2.657
O: 1.513 2.659 -2.157
N: 3.652 2.529 -2.891
N: 2.519 4.512 -3.003
H: 4.476 2.938 -3.292
H: 3.656 1.555 -2.631
H: 1.678 5.040 -2.839
H: 3.313 4.973 -3.408
C: -2.679 0.828 -3.849
O: -2.783 1.188 -2.681
N: -1.607 0.131 -4.311
N: -3.628 1.097 -4.779
H: -1.505 -0.172 -5.262
H: -0.882 -0.087 -3.651
H: -4.437 1.611 -4.474
H: -3.566 0.812 -5.739
C: -4.640 -2.284 -0.604
O: -3.937 -2.985 -1.323
N: -4.645 -0.926 -0.689
N: -5.471 -2.797 0.337
H: -5.211 -0.329 -0.109
H: -4.041 -0.508 -1.379
H: -5.498 -3.797 0.433
H: -6.053 -2.234 0.933
C: -5.632 -0.405 3.460
O: -6.320 0.213 2.661
N: -4.445 -0.970 3.109
N: -5.992 -0.581 4.758
H: -3.858 -1.484 3.740
H: -4.153 -0.856 2.153
H: -6.865 -0.176 5.050
H: -5.441 -1.085 5.427
C: 1.874 3.279 1.731
O: 3.087 3.266 1.860
N: 1.022 3.087 2.776
N: 1.269 3.487 0.527
H: 0.023 3.095 2.691
H: 1.434 2.930 3.680
H: 1.867 3.633 -0.266
H: 0.275 3.501 0.394
C: 3.182 -2.914 3.714
O: 2.711 -3.072 4.823
N: 4.264 -3.613 3.268
N: 2.666 -2.020 2.818
H: 4.668 -3.497 2.358
H: 4.670 -4.281 3.901
H: 1.868 -1.485 3.114
H: 3.038 -1.872 1.900

Atoms 1-6, force components in eV/Å:
C -0.0641 0.1386 -0.3690
B 0.8675 0.8582 -0.4043
O -0.5228 -1.8518 1.4788
C -0.8116 -1.9491 0.3884
C -2.1217 2.3050 -0.4321
C 0.8370 1.8168 -0.5124

=====

[2]
C14H17BrN2S3 | ωB97M-V/def2-TZVPD

Values from the calculation:
2S+1: 1
E_HOMO in hartree: -0.2935
Kohn-Sham gap in eV: 7.352
Energy above the lowest of the compared OMol25 structures with the same formula, charge and spin in kJ/mol: 200.0
Energy in eV: -120319.60080

Cartesian coordinates (Å):
S: 2.684 -1.086 0.182
Br: -2.273 -2.121 -1.679
N: -1.551 -0.354 0.852
S: 0.602 -2.303 1.662
S: -1.461 2.350 0.335
C: 1.179 -0.873 0.782
C: -0.754 0.677 0.687
C: -5.657 -0.633 0.432
C: -5.219 0.236 1.389
C: -4.809 -1.287 -0.441
C: -3.843 0.400 1.492
C: -3.450 -1.190 -0.332
C: -2.934 -0.346 0.698
N: 0.599 0.464 0.651
C: 0.646 -3.570 0.305
C: 2.233 2.521 -1.241
C: 1.463 4.138 0.410
C: -0.185 2.841 -0.852
C: 1.379 1.734 0.932
C: 1.215 2.772 -0.167
H: -6.726 -0.757 0.398
H: -5.720 0.872 2.142
H: -5.336 -1.907 -1.275
H: -3.365 0.720 2.393
H: 0.377 -4.585 0.740
H: 1.715 -3.518 -0.049
H: -0.130 -3.299 -0.454
H: 2.054 1.616 -1.739
H: 2.211 3.217 -2.074
H: 3.127 2.493 -0.712
H: 1.936 4.740 -0.372
H: 2.181 4.154 1.247
H: 0.494 4.684 0.642
H: -0.207 2.132 -1.646
H: -0.440 3.808 -1.395
H: 1.078 2.311 1.868
H: 2.449 1.422 1.110

Atoms 1-6, force components in eV/Å:
S 0.1343 0.5843 -0.4276
Br -1.1935 1.0249 1.4279
N 1.4850 2.2002 -0.1006
S -1.4663 -0.1453 -0.0097
S 0.5417 -0.8152 0.1603
C 1.2506 1.2104 -0.4981

=====

What did the first record say?
C12H33BN13O7 | ωB97M-V/def2-TZVPD

Values from the calculation:
2S+1: 1
E_HOMO in hartree: -0.4360
Kohn-Sham gap in eV: 7.819
Charge: +1
Energy in eV: -47360.85352

Cartesian coordinates (Å):
C: 4.949 -0.274 0.505
B: 3.940 -0.316 -0.724
O: 4.446 -0.019 -2.033
C: 2.372 -0.703 -0.663
C: 2.047 -2.125 -0.452
C: 0.627 -2.496 -0.439
C: -0.396 -1.458 -0.650
C: 0.038 -0.080 -0.827
N: 1.376 0.243 -0.838
H: 5.490 -1.270 0.524
H: 5.746 0.486 0.268
H: 4.485 -0.056 1.498
H: 4.278 -0.848 -2.534
H: 2.880 -2.859 -0.322
H: 0.354 -3.570 -0.300
H: -1.471 -1.760 -0.670
H: -0.723 0.726 -0.969
H: 1.620 1.240 -1.000
C: 2.506 3.204 -2.657
O: 1.513 2.659 -2.157
N: 3.652 2.529 -2.891
N: 2.519 4.512 -3.003
H: 4.476 2.938 -3.292
H: 3.656 1.555 -2.631
H: 1.678 5.040 -2.839
H: 3.313 4.973 -3.408
C: -2.679 0.828 -3.849
O: -2.783 1.188 -2.681
N: -1.607 0.131 -4.311
N: -3.628 1.097 -4.779
H: -1.505 -0.172 -5.262
H: -0.882 -0.087 -3.651
H: -4.437 1.611 -4.474
H: -3.566 0.812 -5.739
C: -4.640 -2.284 -0.604
O: -3.937 -2.985 -1.323
N: -4.645 -0.926 -0.689
N: -5.471 -2.797 0.337
H: -5.211 -0.329 -0.109
H: -4.041 -0.508 -1.379
H: -5.498 -3.797 0.433
H: -6.053 -2.234 0.933
C: -5.632 -0.405 3.460
O: -6.320 0.213 2.661
N: -4.445 -0.970 3.109
N: -5.992 -0.581 4.758
H: -3.858 -1.484 3.740
H: -4.153 -0.856 2.153
H: -6.865 -0.176 5.050
H: -5.441 -1.085 5.427
C: 1.874 3.279 1.731
O: 3.087 3.266 1.860
N: 1.022 3.087 2.776
N: 1.269 3.487 0.527
H: 0.023 3.095 2.691
H: 1.434 2.930 3.680
H: 1.867 3.633 -0.266
H: 0.275 3.501 0.394
C: 3.182 -2.914 3.714
O: 2.711 -3.072 4.823
N: 4.264 -3.613 3.268
N: 2.666 -2.020 2.818
H: 4.668 -3.497 2.358
H: 4.670 -4.281 3.901
H: 1.868 -1.485 3.114
H: 3.038 -1.872 1.900

Atoms 1-6, force components in eV/Å:
C -0.0641 0.1386 -0.3690
B 0.8675 0.8582 -0.4043
O -0.5228 -1.8518 1.4788
C -0.8116 -1.9491 0.3884
C -2.1217 2.3050 -0.4321
C 0.8370 1.8168 -0.5124